# C29H33BN11OPdSSi

A molecular structure, C29H33BN11OPdSSi (ωB97M-V/def2-TZVPD, the Open Molecules 2025 dataset).

The geometry in XYZ format:
```
78
Properties=species:S:1:pos:R:3:mulliken_charge:R:1
Pd 0.92 -0.12 0.17 -0.32
C 0.98 0.92 -3.89 -1.45
C 1.03 -0.03 -2.88 -0.42
N 1.22 0.57 -1.71 0.19
N 1.27 1.90 -1.93 0.07
C 1.14 2.13 -3.24 -0.15
B 1.42 2.91 -0.77 -0.04
N 2.56 2.44 0.17 0.07
C 3.56 3.19 0.66 -0.13
C 4.15 2.51 1.70 -1.34
C 3.43 1.32 1.79 -0.48
N 2.48 1.29 0.86 0.37
N 0.11 2.93 0.03 0.19
C -0.65 3.96 0.44 -0.24
C -1.64 3.47 1.26 -1.24
C -1.40 2.10 1.32 -0.56
N -0.35 1.78 0.57 0.72
H 0.86 0.75 -4.95 0.46
H 0.97 -1.10 -2.95 0.75
H 1.17 3.14 -3.61 0.50
H 1.66 4.00 -1.20 -0.10
H 3.78 4.16 0.24 0.46
H 4.97 2.83 2.32 0.42
H 3.52 0.52 2.50 0.70
H -0.44 4.96 0.11 0.47
H -2.42 4.03 1.75 0.45
H -1.94 1.33 1.85 0.48
O -0.52 -1.89 -0.75 1.16
N 0.76 -2.40 -0.75 -0.64
C 0.86 -3.57 -0.22 1.26
C -0.17 -4.24 0.53 -0.16
N -0.97 -4.70 1.23 -0.46
C 2.15 -4.22 -0.29 -0.23
N 3.17 -4.74 -0.33 -0.50
C -3.27 1.68 -3.55 -0.65
C -2.68 1.61 -2.30 -0.42
C -2.22 0.40 -1.82 0.31
C -2.32 -0.76 -2.59 0.56
C -2.93 -0.68 -3.85 -0.73
C -3.39 0.53 -4.33 -0.71
Si -1.68 -2.38 -1.97 0.04
C -2.93 -3.47 -1.18 0.34
C -3.59 -3.06 -0.02 -0.03
C -4.51 -3.89 0.59 -0.71
C -4.79 -5.14 0.04 -0.44
C -4.15 -5.55 -1.11 -0.63
C -3.22 -4.72 -1.72 -0.44
H -3.63 2.63 -3.93 0.42
H -2.59 2.50 -1.68 0.37
H -1.76 0.37 -0.84 0.13
H -3.03 -1.57 -4.46 0.40
H -3.85 0.59 -5.30 0.42
H -0.87 -3.13 -2.95 -0.16
H -3.39 -2.09 0.41 0.37
H -5.03 -3.57 1.48 0.41
H -5.51 -5.79 0.52 0.40
H -4.37 -6.52 -1.54 0.41
H -2.72 -5.06 -2.62 0.38
C -0.38 -2.67 4.49 -1.09
N 0.94 -2.92 3.92 0.15
C 1.41 -4.29 4.10 -1.26
C 1.48 -2.10 3.01 0.24
S 0.40 -0.94 2.29 -0.03
N 2.81 -2.18 2.82 0.57
C 3.70 -2.64 3.89 -1.27
C 3.50 -1.89 1.58 -1.37
H -0.45 -3.23 5.42 0.38
H -1.17 -3.00 3.81 0.38
H -0.52 -1.61 4.71 0.41
H 0.57 -4.96 3.91 0.47
H 1.77 -4.46 5.12 0.40
H 2.20 -4.52 3.39 0.35
H 3.17 -2.67 4.84 0.41
H 4.51 -1.91 3.97 0.37
H 4.13 -3.61 3.67 0.41
H 2.86 -1.33 0.89 0.38
H 3.83 -2.81 1.11 0.23
H 4.39 -1.29 1.79 0.56
```

Computed properties:
F_max (eV/Å): 1.36
Frontier orbital gap (spin up / spin down) (hartree): 0.254 / 0.260
Lowest unoccupied orbital energy (spin up / spin down) (eV): -4.522 / -4.299
Multiplicity: 1
Total charge: +1



# C29H33FN5O3RhSSi

A molecular structure, C29H33FN5O3RhSSi (ωB97M-V/def2-TZVPD, the Open Molecules 2025 dataset).

The geometry in XYZ format:
```
74
Properties=species:S:1:pos:R:3:mulliken_charge:R:1
Rh 0.73 0.13 -0.18 0.62
C -5.08 0.68 -5.16 -0.99
C -5.37 0.88 -3.68 -0.96
N -4.14 1.15 -2.90 0.11
C -3.54 0.12 -2.28 -0.13
C -2.36 0.21 -1.63 -0.30
C -1.79 -1.00 -0.96 0.17
O -2.51 -1.72 -0.28 -0.84
O -0.52 -1.20 -1.18 -0.46
C -1.69 1.45 -1.55 2.28
O -0.61 1.64 -0.92 -1.42
C -2.33 2.57 -2.23 0.77
C -1.73 3.84 -2.20 -0.76
C -2.35 4.89 -2.80 0.62
F -1.80 6.12 -2.70 -0.34
C -3.58 4.76 -3.48 -1.44
C -4.15 3.51 -3.52 -0.78
C -3.55 2.41 -2.88 0.30
N -4.23 5.84 -4.13 0.28
C -5.53 6.24 -3.59 -0.57
C -6.35 6.92 -4.67 -0.69
N -5.58 8.10 -5.20 -0.15
C -4.23 7.67 -5.72 -0.97
C -3.46 6.98 -4.60 -0.63
H -6.01 0.49 -5.70 0.38
H -4.43 -0.17 -5.32 0.34
H -4.61 1.56 -5.60 0.31
H -5.82 -0.01 -3.25 0.47
H -6.07 1.69 -3.51 0.41
H -4.07 -0.82 -2.32 0.46
H -0.80 3.98 -1.67 0.52
H -5.07 3.39 -4.08 0.65
H -5.41 6.93 -2.74 0.22
H -6.08 5.37 -3.23 0.46
H -7.31 7.28 -4.29 0.40
H -6.51 6.25 -5.51 0.37
H -5.43 8.77 -4.44 0.39
H -6.11 8.58 -5.92 0.35
H -3.71 8.55 -6.09 0.43
H -4.41 6.98 -6.55 0.37
H -3.26 7.71 -3.81 0.45
H -2.51 6.65 -5.00 0.49
N -0.57 -2.91 1.52 -0.21
C 0.39 -2.20 2.06 0.71
N 1.40 -2.80 2.68 -0.32
S 0.37 -0.45 2.07 -0.43
H -0.54 -3.92 1.55 0.22
H -1.29 -2.49 0.92 0.15
H 1.48 -3.80 2.74 0.22
H 2.13 -2.24 3.08 0.22
C 2.93 1.04 -5.35 -0.41
C 3.87 1.65 -4.53 -0.61
C 3.88 1.39 -3.17 -0.55
C 2.97 0.49 -2.61 0.65
C 2.02 -0.12 -3.45 0.05
C 2.01 0.16 -4.81 -0.85
Si 3.12 0.10 -0.79 0.63
C 3.47 -1.69 -0.41 0.63
C 2.59 -2.70 -0.80 0.00
C 2.88 -4.04 -0.54 -0.85
C 4.07 -4.37 0.10 -0.48
C 4.96 -3.38 0.50 -0.60
C 4.66 -2.04 0.24 -0.60
H 2.93 1.24 -6.42 0.41
H 4.60 2.33 -4.96 0.40
H 4.62 1.88 -2.54 0.35
H 1.30 -0.82 -3.05 0.09
H 1.28 -0.33 -5.45 0.42
H 4.17 0.95 -0.20 -0.22
H 1.66 -2.47 -1.31 0.08
H 2.20 -4.82 -0.86 0.46
H 4.31 -5.41 0.29 0.43
H 5.88 -3.64 0.99 0.42
H 5.36 -1.27 0.56 0.37
```

Computed properties:
F_max (eV/Å): 0.75
Frontier orbital gap (spin up / spin down) (hartree): 0.236 / 0.241
Lowest unoccupied orbital energy (spin up / spin down) (eV): -4.891 / -6.348
<S²>: 6.01
Multiplicity: 5
Total charge: +2



# C29H33FN5O3RhSSi

A molecular structure, C29H33FN5O3RhSSi (ωB97M-V/def2-TZVPD, the Open Molecules 2025 dataset).

The geometry in XYZ format:
```
74
Properties=species:S:1:pos:R:3:mulliken_charge:R:1
Rh -1.01 2.08 2.31 0.69
C -1.18 -1.84 -4.26 -1.01
C -0.81 -0.36 -4.40 -0.87
N -0.44 0.20 -3.10 0.07
C -1.39 0.83 -2.37 -0.05
C -1.21 1.27 -1.09 -0.28
C -2.28 2.02 -0.32 0.09
O -2.84 3.00 -0.82 -0.89
O -2.51 1.59 0.85 -0.44
C 0.05 1.09 -0.43 2.21
O 0.34 1.48 0.73 -1.42
C 1.05 0.41 -1.23 0.85
C 2.32 0.22 -0.66 -0.74
C 3.33 -0.35 -1.39 0.56
F 4.54 -0.47 -0.82 -0.34
C 3.12 -0.77 -2.71 -1.37
C 1.85 -0.60 -3.26 -0.80
C 0.81 0.00 -2.56 0.24
N 4.12 -1.39 -3.48 0.28
C 4.54 -0.74 -4.70 -0.59
C 5.09 -1.79 -5.66 -0.70
N 6.22 -2.49 -5.00 -0.11
C 5.78 -3.13 -3.74 -1.01
C 5.22 -2.05 -2.81 -0.66
H -1.43 -2.25 -5.23 0.39
H -2.03 -1.96 -3.60 0.33
H -0.34 -2.40 -3.85 0.33
H -1.67 0.20 -4.78 0.44
H 0.01 -0.23 -5.10 0.37
H -2.35 0.99 -2.85 0.48
H 2.49 0.55 0.35 0.53
H 1.70 -0.97 -4.27 0.65
H 5.31 0.03 -4.51 0.22
H 3.68 -0.25 -5.16 0.45
H 5.43 -1.33 -6.59 0.40
H 4.32 -2.53 -5.90 0.37
H 6.95 -1.80 -4.78 0.40
H 6.62 -3.19 -5.63 0.36
H 6.61 -3.64 -3.26 0.44
H 5.00 -3.86 -3.97 0.37
H 6.03 -1.35 -2.54 0.43
H 4.86 -2.53 -1.90 0.50
N -3.70 4.40 1.35 -0.24
C -3.05 4.53 2.48 0.79
N -3.68 4.87 3.61 -0.33
S -1.33 4.38 2.54 -0.41
H -4.70 4.55 1.32 0.21
H -3.29 3.96 0.49 0.19
H -4.68 5.03 3.62 0.21
H -3.17 4.97 4.47 0.23
C -0.87 -3.48 2.73 -0.49
C -0.15 -3.14 3.86 -0.56
C -0.15 -1.83 4.32 -0.68
C -0.90 -0.86 3.67 0.69
C -1.61 -1.21 2.52 -0.01
C -1.59 -2.51 2.05 -0.88
Si -1.00 0.91 4.41 0.56
C -2.79 1.26 4.99 0.63
C -3.84 1.29 4.07 -0.18
C -5.14 1.44 4.49 -0.96
C -5.42 1.57 5.84 -0.48
C -4.39 1.56 6.77 -0.58
C -3.08 1.42 6.35 -0.65
H -0.86 -4.50 2.37 0.42
H 0.41 -3.89 4.40 0.41
H 0.42 -1.57 5.20 0.38
H -2.20 -0.47 2.00 0.24
H -2.15 -2.77 1.17 0.45
H -0.07 1.01 5.57 -0.20
H -3.63 1.17 3.01 0.34
H -5.94 1.44 3.77 0.46
H -6.44 1.68 6.17 0.42
H -4.61 1.66 7.82 0.42
H -2.29 1.40 7.07 0.40
```

Computed properties:
F_max (eV/Å): 2.16
Frontier orbital gap (spin up / spin down) (hartree): 0.240 / 0.226
Lowest unoccupied orbital energy (spin up / spin down) (eV): -4.989 / -6.708
<S²>: 6.01
Multiplicity: 5
Total charge: +2



# C29H33FeO2Si

A molecular structure, C29H33FeO2Si (ωB97M-V/def2-TZVPD, the Open Molecules 2025 dataset).

The geometry in XYZ format:
```
66
Properties=species:S:1:pos:R:3:mulliken_charge:R:1
C -1.05 -2.93 2.05 -1.06
Si -1.62 -2.64 0.29 0.08
C -0.49 -3.43 -0.96 -0.99
C -3.36 -3.32 0.09 -1.02
C -1.60 -0.74 -0.03 0.33
C -0.57 0.09 0.25 -0.69
O -2.81 -0.11 -0.35 -0.44
C -3.57 -0.48 -1.46 0.21
C -4.95 -0.34 -1.30 -0.43
C -5.78 -0.94 -2.23 -0.35
C -5.24 -1.58 -3.36 -0.53
C -3.86 -1.61 -3.55 -0.68
C -3.00 -1.04 -2.61 -0.17
H -1.22 -3.99 2.32 0.36
H 0.02 -2.71 2.17 0.32
H -1.62 -2.31 2.75 0.31
H -0.68 -4.52 -1.00 0.35
H -0.66 -3.02 -1.96 0.29
H 0.57 -3.28 -0.70 0.30
H -3.40 -4.33 0.52 0.39
H -4.09 -2.69 0.61 0.32
H -3.66 -3.39 -0.97 0.27
H -0.70 1.16 0.06 0.67
H 0.29 -0.33 0.78 0.07
H -5.31 0.19 -0.42 0.41
H -6.87 -0.91 -2.08 0.37
H -5.91 -2.04 -4.09 0.35
H -3.43 -2.08 -4.44 0.36
H -1.91 -1.05 -2.73 0.50
C 5.57 -2.25 -3.09 -0.83
O 4.39 -1.55 -3.53 -0.47
C 3.70 -0.81 -2.63 1.05
C 2.53 -0.16 -3.10 -0.84
C 1.79 0.61 -2.24 -0.52
C 2.20 0.82 -0.89 1.14
C 1.42 1.67 -0.07 -1.96
C 1.92 2.21 1.18 1.91
C 2.29 3.61 1.47 -0.81
C 2.75 3.69 2.83 -0.66
C 2.63 2.37 3.43 -1.07
C 2.12 1.47 2.43 -0.37
Fe 0.90 2.99 2.70 -0.25
C -1.00 2.55 2.31 -0.41
C -0.70 3.94 2.03 -0.97
C -0.20 4.55 3.25 -0.65
C -0.16 3.53 4.28 -0.76
C -0.64 2.28 3.70 -1.13
C 3.37 0.14 -0.43 -0.87
C 4.11 -0.65 -1.28 -0.46
H 5.94 -2.75 -3.98 0.24
H 6.33 -1.54 -2.71 0.32
H 5.33 -2.98 -2.31 0.33
H 2.24 -0.29 -4.14 0.40
H 0.88 1.11 -2.59 0.37
H 0.73 2.34 -0.60 0.70
H 2.30 4.38 0.71 0.48
H 3.17 4.57 3.31 0.43
H 2.96 2.09 4.43 0.48
H 2.00 0.39 2.51 0.63
H -1.52 1.86 1.66 1.12
H -0.92 4.46 1.09 0.46
H 0.03 5.60 3.38 0.44
H 0.09 3.68 5.32 0.43
H -0.80 1.34 4.22 0.45
H 3.70 0.26 0.60 0.40
H 5.01 -1.15 -0.92 0.36
```

Computed properties:
F_max (eV/Å): 2.88
Frontier orbital gap (spin up / spin down) (hartree): 0.132 / 0.198
Lowest unoccupied orbital energy (spin up / spin down) (eV): 2.549 / 2.542
<S²>: 6.13
Multiplicity: 5
Total charge: -1



# C29H33N2O4

A gas-phase ion, C29H33N2O4 (charge +1) (ωB97M-V/def2-TZVPD, the Open Molecules 2025 dataset).

The geometry in XYZ format:
```
68
Properties=species:S:1:pos:R:3:mulliken_charge:R:1
C -1.65 -2.27 -1.00 -1.17
C -3.08 -2.55 -0.62 1.00
C -3.63 -3.82 -0.79 -0.83
C -4.94 -4.07 -0.43 -0.85
C -5.71 -3.07 0.13 -0.74
C -5.19 -1.80 0.33 1.00
C -3.88 -1.55 -0.08 0.06
O -3.31 -0.28 0.11 -0.48
C -3.74 0.72 -0.79 -0.91
C -3.72 2.09 -0.08 0.17
O -3.53 3.14 -1.01 -0.61
H -4.31 3.22 -1.58 0.41
C -2.57 2.22 0.94 -1.15
N -1.31 2.53 0.23 0.41
H -1.61 2.94 -0.67 0.54
C -0.50 1.32 -0.06 0.20
C 0.67 1.67 -0.97 -1.61
H 1.24 0.77 -1.17 0.45
H 0.29 2.04 -1.93 0.55
C 1.57 2.74 -0.34 0.56
C 0.71 3.94 0.05 -1.35
C -0.48 3.54 0.92 -0.64
H -1.10 4.42 1.12 0.44
H -0.15 3.12 1.87 0.43
H 1.31 4.67 0.60 0.48
H 0.34 4.43 -0.85 0.40
H 2.30 3.06 -1.08 0.70
C 2.37 2.23 0.87 -1.96
N 3.15 1.04 0.57 0.37
C 2.65 -0.18 1.00 0.60
O 1.55 -0.24 1.53 -0.74
C 3.50 -1.35 0.78 0.44
C 3.08 -2.60 1.21 -0.48
C 3.89 -3.72 1.01 -0.81
C 5.11 -3.60 0.40 -0.76
C 5.57 -2.34 -0.06 0.51
C 6.81 -2.17 -0.70 -0.74
C 7.22 -0.94 -1.13 -0.74
C 6.41 0.18 -0.94 -0.42
C 5.18 0.06 -0.31 0.10
C 4.74 -1.20 0.14 0.39
C 4.35 1.24 -0.11 0.51
O 4.64 2.36 -0.48 -0.67
H 6.73 1.16 -1.27 0.53
H 8.18 -0.82 -1.61 0.41
H 7.44 -3.04 -0.85 0.43
H 5.74 -4.46 0.25 0.43
H 3.55 -4.68 1.36 0.42
H 2.12 -2.69 1.70 0.54
H 3.07 3.01 1.17 0.45
H 1.73 1.98 1.71 0.59
H -0.12 0.91 0.89 0.46
H -1.13 0.57 -0.52 -0.47
H -2.80 3.03 1.62 0.49
H -2.47 1.29 1.50 0.48
H -4.66 2.22 0.47 0.38
H -3.07 0.76 -1.67 0.32
H -4.75 0.51 -1.16 0.68
C -6.03 -0.73 0.97 -1.43
H -5.41 0.00 1.47 0.17
H -6.65 -0.23 0.23 0.30
H -6.70 -1.18 1.70 0.51
H -6.72 -3.28 0.44 0.47
H -5.35 -5.06 -0.57 0.40
H -3.02 -4.60 -1.21 0.41
H -1.11 -1.88 -0.14 0.25
H -1.60 -1.55 -1.81 0.26
H -1.17 -3.19 -1.33 0.47
```

Computed properties:
F_max (eV/Å): 0.97
Frontier orbital gap (hartree): 0.293
Lowest unoccupied orbital energy (eV): -2.994
SMILES string: Cc1cccc(C)c1OC[C@H](O)C[N@H+]1CC[C@@H](CN2C(=O)c3cccc4cccc(c34)C2=O)CC1
Multiplicity: 1
Total charge: +1



# C29H33N2O4ReS4Sb

A molecular structure, C29H33N2O4ReS4Sb (ωB97M-V/def2-TZVPD, the Open Molecules 2025 dataset).

The geometry in XYZ format:
```
74
Properties=species:S:1:pos:R:3:mulliken_charge:R:1
Re -0.35 0.00 0.25 -0.10
C -2.64 1.42 3.44 -0.90
C -3.07 1.62 2.00 -0.85
S -2.72 0.36 0.74 0.16
C -3.44 -1.17 1.40 -1.07
C -2.57 -1.84 2.43 -0.92
S -0.80 -1.69 2.03 0.19
C -0.09 -1.43 3.68 -0.51
C -0.70 -0.33 4.54 -1.04
S -0.85 1.27 3.71 0.03
H -3.14 0.57 3.89 0.41
H -2.98 2.30 3.99 0.59
H -2.64 2.53 1.58 0.31
H -4.15 1.73 1.96 0.73
H -3.58 -1.81 0.53 0.30
H -4.43 -0.93 1.79 0.69
H -2.80 -2.91 2.48 0.61
H -2.74 -1.43 3.42 0.40
H 0.96 -1.22 3.47 0.12
H -0.13 -2.40 4.19 0.67
H -0.06 -0.20 5.41 0.55
H -1.67 -0.62 4.95 0.54
S 2.08 -3.57 -1.13 -0.34
C 0.50 -3.83 -1.81 0.78
C 0.08 -4.86 -2.64 -0.68
C -1.25 -4.89 -3.01 -0.79
C -2.15 -3.92 -2.55 -1.20
C -1.72 -2.89 -1.74 0.63
C -0.38 -2.83 -1.38 -1.11
N 0.24 -1.87 -0.58 2.20
C 1.51 -2.17 -0.34 0.21
C 2.26 -1.35 0.59 0.95
C 3.59 -1.61 0.93 -0.55
C 4.22 -0.79 1.85 -1.18
C 3.53 0.28 2.41 -0.80
C 2.21 0.54 2.06 -0.14
C 1.55 -0.27 1.14 0.15
H 0.76 -5.63 -2.97 0.47
H -1.61 -5.69 -3.65 0.45
H -3.19 -3.98 -2.84 0.50
H -2.42 -2.15 -1.37 0.15
H 4.13 -2.44 0.49 0.50
H 5.25 -0.98 2.13 0.45
H 4.03 0.92 3.13 0.52
H 1.70 1.37 2.52 0.34
O -0.38 2.07 0.77 -0.64
C 0.50 2.92 0.55 -0.75
C 1.66 2.77 -0.25 1.85
C 2.61 3.82 -0.25 -0.57
C 3.72 3.70 -1.02 -0.95
C 3.94 2.58 -1.83 -0.60
C 3.02 1.56 -1.87 -0.83
C 1.86 1.63 -1.08 -0.21
O 0.97 0.67 -1.18 -0.50
N 4.73 4.78 -1.00 1.01
O 5.69 4.64 -1.72 -0.59
O 4.51 5.72 -0.27 -0.59
H 0.35 3.89 1.03 0.41
H 2.46 4.70 0.36 0.65
H 4.84 2.54 -2.43 0.57
H 3.17 0.69 -2.49 0.57
C -3.51 -0.05 -2.83 -1.21
Sb -1.53 0.47 -2.24 0.69
C -0.40 -0.24 -3.87 -1.07
C -1.58 2.57 -2.51 -1.07
H -3.77 0.58 -3.68 0.53
H -4.22 0.12 -2.03 0.38
H -3.54 -1.10 -3.14 0.35
H -0.83 0.17 -4.78 0.56
H -0.44 -1.32 -3.90 0.32
H 0.63 0.09 -3.77 0.23
H -1.67 2.78 -3.57 0.51
H -0.67 3.03 -2.13 0.17
H -2.45 2.99 -1.99 0.40
```

Computed properties:
F_max (eV/Å): 0.25
Frontier orbital gap (spin up / spin down) (hartree): 0.268 / 0.250
Lowest unoccupied orbital energy (spin up / spin down) (eV): -6.323 / -6.974
<S²>: 0.76
Multiplicity: 2
Total charge: +2



# C29H33N2OS

2 unconnected molecules or ions with the total composition C29H33N2OS (ωB97M-V/def2-TZVPD, the Open Molecules 2025 dataset).

The geometry in XYZ format:
```
66
Properties=species:S:1:pos:R:3:mulliken_charge:R:1
C 5.36 -2.42 -3.35 -0.83
O 5.01 -1.03 -3.46 -0.37
C 3.69 -0.71 -3.41 0.60
C 3.36 0.66 -3.25 -0.59
C 2.12 0.99 -2.76 -0.11
C 1.18 -0.02 -2.35 0.03
C 0.07 0.32 -1.50 -0.18
C -1.20 -0.27 -1.81 0.30
C -2.28 0.55 -2.25 -0.25
C -3.44 -0.02 -2.74 -0.92
C -3.62 -1.41 -2.74 1.10
C -4.91 -1.99 -3.24 -1.50
C -2.61 -2.23 -2.24 -1.17
C -1.42 -1.68 -1.77 0.08
C 1.43 -1.33 -2.85 -0.43
C 2.66 -1.69 -3.36 -0.76
H 6.45 -2.41 -3.27 0.24
H 4.92 -2.88 -2.45 0.40
H 5.05 -2.97 -4.24 0.34
H 4.14 1.40 -3.43 0.44
H 1.87 2.05 -2.63 0.52
H 0.04 1.35 -1.14 0.10
H -2.14 1.63 -2.24 0.42
H -4.24 0.62 -3.14 0.41
H -4.81 -3.06 -3.42 0.38
H -5.72 -1.85 -2.51 0.28
H -5.23 -1.51 -4.17 0.40
H -2.76 -3.31 -2.22 0.34
H -0.65 -2.33 -1.34 0.63
H 0.65 -2.09 -2.82 0.56
H 2.87 -2.72 -3.64 0.43
C 2.74 3.28 2.10 -2.25
C 1.82 2.51 1.14 2.27
C 0.80 3.49 0.55 -1.91
C 2.73 1.88 0.11 -1.57
C 1.09 1.34 1.84 -0.70
C 0.53 1.82 3.15 -0.87
C -0.13 0.71 3.90 -0.83
N -1.01 -0.02 2.99 0.30
C -2.03 -0.83 3.48 0.23
C -2.79 -1.40 2.46 0.68
C -3.88 -2.22 2.76 -0.57
C -4.23 -2.40 4.10 -0.66
C -3.49 -1.79 5.13 -0.65
C -2.37 -1.01 4.82 -0.72
S -2.18 -0.89 0.91 0.07
C -0.85 0.03 1.62 -0.07
N 0.09 0.66 0.95 0.07
H 3.43 2.59 2.61 0.41
H 3.35 4.00 1.52 0.47
H 2.19 3.85 2.85 0.48
H -0.03 2.97 0.06 0.31
H 0.38 4.12 1.34 0.44
H 1.29 4.14 -0.19 0.47
H 2.17 1.16 -0.48 0.05
H 3.15 2.63 -0.56 0.52
H 3.55 1.33 0.59 0.41
H 1.88 0.59 2.08 0.44
H 1.33 2.21 3.78 0.43
H -0.17 2.65 2.98 0.40
H 0.61 0.01 4.33 0.35
H -0.73 1.10 4.73 0.56
H -4.42 -2.69 1.94 0.42
H -5.10 -3.02 4.36 0.38
H -3.79 -1.92 6.17 0.39
H -1.77 -0.54 5.60 0.36
```

Computed properties:
F_max (eV/Å): 3.35
Frontier orbital gap (hartree): 0.209
Lowest unoccupied orbital energy (eV): -4.655
Multiplicity: 1
Total charge: +1



Question: Number 5 is which compound?
Answer: C29H33N2O4



Question: Number 4 is which compound?
Answer: C29H33FeO2Si



Question: total charge of number 2 (C29H33FN5O3RhSSi)?
Answer: +2



Question: What is the multiplicity in the third record?
Answer: 5